No. 1
{
  "formula": "C15H14Cl2I2NiO2Si",
  "method": "ωB97M-V/def2-TZVPD",
  "e_tot_ha": -4044.205651,
  "fmax_ev_per_a": 3.954,
  "e_homo_ev": [-0.851, -2.033],
  "s2": 2.006,
  "charge": -2,
  "gap_ev": [5.048, 6.230],
  "spin_multiplicity": 3,
  "e_lumo_ev": [4.20, 4.20],
  "elements": ["Ni", "Cl", "C", "C", "C", "Cl", "C", "O", "C", "C", "O", "C", "H", "H", "H", "C", "Si", "C", "C", "C", "C", "C", "C", "C", "H", "H", "H", "H", "H", "H", "H", "H", "H", "H", "H", "I", "I"],
  "xyz": [[6.121, 11.143, 6.392], [5.791, 14.999, 12.912], [5.891, 13.999, 11.442], [5.913, 12.587, 11.701], [6.100, 11.759, 10.627], [6.380, 10.031, 10.917], [6.216, 12.239, 9.270], [6.523, 11.376, 8.381], [6.054, 13.634, 9.070], [6.034, 14.196, 7.715], [6.005, 13.653, 6.675], [5.992, 14.493, 10.202], [5.872, 12.182, 12.689], [5.918, 15.315, 7.794], [5.906, 15.541, 10.005], [6.006, 7.740, 4.871], [6.154, 8.640, 6.498], [4.902, 7.687, 7.561], [7.879, 7.947, 7.081], [9.063, 8.733, 7.091], [10.294, 8.271, 7.576], [10.381, 7.032, 8.192], [9.234, 6.239, 8.263], [8.031, 6.712, 7.717], [5.985, 6.674, 5.039], [6.875, 7.941, 4.243], [5.122, 8.026, 4.282], [5.022, 6.589, 7.374], [3.885, 7.912, 7.241], [4.912, 7.907, 8.603], [9.054, 9.756, 6.709], [11.108, 8.960, 7.522], [11.333, 6.752, 8.657], [9.254, 5.271, 8.765], [7.164, 6.043, 7.790], [8.361, 11.787, 4.864], [3.320, 11.311, 6.199]],
  "forces_ev_per_angstrom": [[-0.111, -0.484, 0.267], [-0.027, 0.117, -0.503], [-0.041, -1.505, 2.100], [0.363, 0.739, -1.412], [0.170, -0.204, 0.756], [-0.300, 0.828, -0.175], [0.492, -1.374, -0.708], [-0.416, 0.646, 0.113], [0.430, -0.340, 0.503], [-0.575, 2.013, 3.354], [0.157, -1.563, -2.599], [-0.564, -0.170, -1.782], [-0.059, 0.005, 0.428], [0.214, -0.088, -0.353], [0.101, 0.632, 0.052], [-0.173, 0.202, -1.042], [0.614, 0.921, 0.294], [-0.278, -0.838, -0.968], [0.883, 0.633, 0.859], [-0.129, -0.136, -0.284], [-1.398, 0.066, -0.033], [0.165, -0.091, 0.158], [0.022, 0.374, -0.112], [-0.180, -0.846, -0.042], [-0.093, -0.575, 0.072], [0.092, 0.118, -0.025], [0.077, -0.054, 0.219], [0.042, 0.645, 0.357], [-0.081, 0.215, -0.246], [0.298, 0.078, 0.960], [-0.213, -0.321, -0.038], [0.625, 0.137, 0.073], [-0.372, -0.214, -0.183], [0.020, 0.179, -0.104], [0.229, 0.240, 0.023], [-0.234, 0.005, 0.016], [0.250, 0.008, 0.005]],
  "lowdin_charge": [-0.05, 0.54, -0.66, -0.14, -0.53, 0.64, -0.38, -0.20, -0.11, -0.27, -0.05, -0.10, 0.08, 0.12, 0.10, -0.27, 0.47, -0.26, -0.26, -0.12, -0.12, -0.14, -0.13, -0.13, 0.00, 0.01, 0.02, 0.02, 0.00, -0.01, -0.02, 0.08, 0.08, 0.08, 0.08, -0.14, -0.22]
}

=====

No. 2
{
  "formula": "C15H14Cl3N6O4RuS",
  "method": "ωB97M-V/def2-TZVPD",
  "e_tot_ha": -3082.980767,
  "fmax_ev_per_a": 1.108,
  "e_homo_ev": [-11.480, -11.480],
  "charge": 1,
  "gap_ev": [5.695, 5.697],
  "e_lumo_ev": [-5.79, -5.78],
  "elements": ["Ru", "C", "C", "N", "N", "C", "N", "S", "C", "C", "C", "C", "C", "N", "H", "H", "H", "H", "H", "H", "H", "H", "H", "Cl", "C", "Cl", "Cl", "C", "O", "O", "C", "N", "C", "C", "C", "O", "N", "C", "O", "H", "H", "H", "H", "H"],
  "xyz": [[0.586, 0.398, -0.197], [-0.507, 4.429, 0.891], [-0.415, 3.016, 0.437], [0.656, 2.310, 0.439], [1.883, 2.872, 0.717], [2.795, 2.310, -0.007], [4.073, 2.694, 0.032], [2.429, 0.968, -1.207], [-1.535, 2.326, -0.234], [-2.805, 2.849, -0.329], [-3.747, 2.193, -1.116], [-3.383, 1.047, -1.794], [-2.095, 0.556, -1.640], [-1.196, 1.175, -0.877], [0.423, 4.734, 1.359], [-1.323, 4.536, 1.608], [-0.717, 5.087, 0.046], [4.360, 3.409, 0.681], [4.778, 2.184, -0.471], [-3.055, 3.761, 0.193], [-4.751, 2.587, -1.201], [-4.080, 0.517, -2.425], [-1.775, -0.357, -2.114], [-0.487, -2.297, 3.722], [0.827, -1.158, 3.460], [0.682, 0.227, 4.562], [2.382, -1.947, 3.669], [0.712, -0.567, 2.053], [-0.405, -0.305, 1.552], [1.750, -0.297, 1.381], [-1.388, -4.634, -0.631], [-0.226, -3.772, -0.830], [1.000, -4.278, -1.130], [2.066, -3.485, -1.334], [1.891, -2.064, -1.213], [2.857, -1.288, -1.409], [0.659, -1.576, -0.883], [-0.434, -2.405, -0.730], [-1.554, -1.973, -0.517], [-1.060, -5.669, -0.666], [-2.129, -4.456, -1.407], [-1.842, -4.424, 0.334], [1.060, -5.355, -1.196], [3.039, -3.877, -1.578]],
  "forces_ev_per_angstrom": [[0.887, 0.484, -0.454], [-0.002, -0.002, -0.006], [0.122, 0.001, 0.026], [-0.003, 0.107, 0.002], [0.042, 0.001, 0.095], [-0.258, 0.186, -0.007], [-0.024, -0.012, -0.015], [-0.675, -0.453, 0.577], [-0.103, -0.011, -0.010], [0.099, 0.002, 0.027], [-0.021, -0.063, -0.047], [-0.039, 0.047, 0.001], [0.041, -0.019, -0.008], [-0.067, -0.078, 0.073], [0.002, -0.003, -0.003], [-0.003, -0.001, 0.000], [-0.001, 0.002, 0.000], [0.002, 0.003, 0.003], [0.006, -0.013, -0.006], [0.004, 0.002, -0.001], [-0.002, -0.002, 0.000], [0.000, -0.001, 0.002], [0.003, -0.005, 0.006], [-0.005, 0.000, -0.002], [0.008, 0.006, 0.002], [0.003, -0.001, -0.004], [-0.007, 0.006, -0.005], [0.037, -0.028, 0.066], [0.163, 0.010, -0.157], [-0.142, 0.002, -0.036], [0.008, 0.009, -0.004], [-0.050, 0.050, 0.004], [0.106, -0.022, -0.023], [-0.088, -0.089, 0.052], [0.338, 0.127, -0.071], [-0.299, -0.213, -0.047], [-0.075, -0.045, -0.046], [0.092, -0.025, 0.000], [-0.085, 0.045, 0.022], [0.000, 0.001, -0.001], [-0.003, -0.002, 0.000], [-0.002, -0.002, 0.001], [-0.005, -0.002, -0.006], [-0.002, 0.005, -0.002]],
  "lowdin_charge": [1.21, 0.01, -0.23, -0.14, 0.06, -0.66, 0.12, 0.97, -0.18, 0.02, 0.00, 0.00, -0.07, -0.01, 0.08, 0.10, 0.11, 0.12, 0.10, 0.12, 0.13, 0.12, 0.11, 0.66, -1.53, 0.65, 0.67, -0.78, -0.07, -0.11, 0.00, -0.04, -0.03, 0.02, -0.49, -0.16, 0.03, -0.50, 0.03, 0.09, 0.10, 0.10, 0.14, 0.12]
}

=====

No. 3
{
  "formula": "C15H14ClN3S",
  "method": "ωB97M-V/def2-TZVPD",
  "e_tot_ha": -1602.663078,
  "fmax_ev_per_a": 1.888,
  "e_homo_ev": -8.132,
  "gap_ev": 8.834,
  "e_lumo_ev": 0.70,
  "smiles": "CCn1c(Sc2ccc(N)cc2Cl)nc2ccccc21",
  "elements": ["C", "C", "N", "C", "S", "C", "C", "C", "C", "N", "C", "C", "Cl", "N", "C", "C", "C", "C", "C", "C", "H", "H", "H", "H", "H", "H", "H", "H", "H", "H", "H", "H", "H", "H"],
  "xyz": [[-3.653, -0.218, -0.468], [-2.212, 0.273, -0.605], [-1.272, -0.770, -0.173], [-0.628, -0.901, 1.049], [-0.643, 0.262, 2.399], [0.593, 1.437, 1.894], [1.854, 0.940, 1.645], [2.879, 1.806, 1.277], [2.604, 3.192, 1.138], [3.653, 4.022, 0.725], [1.315, 3.668, 1.340], [0.265, 2.786, 1.681], [-1.394, 3.325, 1.886], [0.110, -2.013, 1.115], [-0.045, -2.597, -0.132], [0.578, -3.758, -0.594], [0.312, -4.219, -1.875], [-0.603, -3.490, -2.685], [-1.205, -2.306, -2.219], [-0.897, -1.861, -0.932], [-3.854, -1.017, -1.211], [-3.846, -0.552, 0.573], [-4.355, 0.574, -0.658], [-1.978, 0.620, -1.617], [-2.074, 1.114, 0.097], [2.090, -0.130, 1.756], [3.912, 1.455, 1.075], [4.489, 3.607, 0.364], [3.426, 4.974, 0.526], [1.182, 4.751, 1.263], [1.216, -4.345, 0.067], [0.852, -5.055, -2.254], [-0.812, -3.890, -3.661], [-1.859, -1.685, -2.785]],
  "forces_ev_per_angstrom": [[0.167, -0.670, -0.076], [-0.097, 0.131, 1.172], [-0.043, 0.537, -0.193], [1.059, -1.106, -0.150], [-0.718, -0.369, -0.251], [-1.425, -0.193, -0.468], [1.842, 0.275, -0.104], [-0.047, 0.285, -0.151], [1.098, -1.010, -0.606], [-1.146, -0.374, 0.840], [-0.730, 0.352, 0.307], [1.197, -0.112, 0.161], [0.849, 0.134, -0.124], [-0.792, 1.398, -0.288], [0.679, -0.628, 0.892], [0.002, -0.738, -0.138], [-0.684, 1.686, 0.505], [0.127, 0.501, 0.838], [0.572, -0.603, 0.081], [0.054, -0.281, -0.149], [0.015, 0.221, 0.666], [0.196, -0.081, -0.698], [-0.249, 0.503, -0.208], [0.085, -0.213, 0.167], [0.095, -0.214, -0.405], [-0.424, 0.570, 0.012], [-0.878, 0.117, 0.210], [-0.018, 0.143, -0.084], [0.264, 0.184, -0.247], [-0.398, -0.416, -0.069], [-0.013, 0.347, -0.094], [0.017, -0.590, -0.265], [-0.179, 0.220, -0.291], [-0.478, -0.007, -0.793]],
  "lowdin_charge": [-0.07, -0.18, -0.02, -0.56, 0.97, -0.57, -0.10, -0.02, -0.31, 0.10, -0.06, -0.64, 0.65, 0.12, -0.25, -0.02, -0.09, -0.07, -0.01, -0.19, 0.08, 0.09, 0.06, 0.13, 0.08, 0.12, 0.12, 0.09, 0.08, 0.11, 0.11, 0.09, 0.09, 0.09]
}

=====

What did the third record say?
{
  "formula": "C15H14ClN3S",
  "method": "ωB97M-V/def2-TZVPD",
  "e_tot_ha": -1602.663078,
  "fmax_ev_per_a": 1.888,
  "e_homo_ev": -8.132,
  "gap_ev": 8.834,
  "e_lumo_ev": 0.70,
  "smiles": "CCn1c(Sc2ccc(N)cc2Cl)nc2ccccc21",
  "elements": ["C", "C", "N", "C", "S", "C", "C", "C", "C", "N", "C", "C", "Cl", "N", "C", "C", "C", "C", "C", "C", "H", "H", "H", "H", "H", "H", "H", "H", "H", "H", "H", "H", "H", "H"],
  "xyz": [[-3.653, -0.218, -0.468], [-2.212, 0.273, -0.605], [-1.272, -0.770, -0.173], [-0.628, -0.901, 1.049], [-0.643, 0.262, 2.399], [0.593, 1.437, 1.894], [1.854, 0.940, 1.645], [2.879, 1.806, 1.277], [2.604, 3.192, 1.138], [3.653, 4.022, 0.725], [1.315, 3.668, 1.340], [0.265, 2.786, 1.681], [-1.394, 3.325, 1.886], [0.110, -2.013, 1.115], [-0.045, -2.597, -0.132], [0.578, -3.758, -0.594], [0.312, -4.219, -1.875], [-0.603, -3.490, -2.685], [-1.205, -2.306, -2.219], [-0.897, -1.861, -0.932], [-3.854, -1.017, -1.211], [-3.846, -0.552, 0.573], [-4.355, 0.574, -0.658], [-1.978, 0.620, -1.617], [-2.074, 1.114, 0.097], [2.090, -0.130, 1.756], [3.912, 1.455, 1.075], [4.489, 3.607, 0.364], [3.426, 4.974, 0.526], [1.182, 4.751, 1.263], [1.216, -4.345, 0.067], [0.852, -5.055, -2.254], [-0.812, -3.890, -3.661], [-1.859, -1.685, -2.785]],
  "forces_ev_per_angstrom": [[0.167, -0.670, -0.076], [-0.097, 0.131, 1.172], [-0.043, 0.537, -0.193], [1.059, -1.106, -0.150], [-0.718, -0.369, -0.251], [-1.425, -0.193, -0.468], [1.842, 0.275, -0.104], [-0.047, 0.285, -0.151], [1.098, -1.010, -0.606], [-1.146, -0.374, 0.840], [-0.730, 0.352, 0.307], [1.197, -0.112, 0.161], [0.849, 0.134, -0.124], [-0.792, 1.398, -0.288], [0.679, -0.628, 0.892], [0.002, -0.738, -0.138], [-0.684, 1.686, 0.505], [0.127, 0.501, 0.838], [0.572, -0.603, 0.081], [0.054, -0.281, -0.149], [0.015, 0.221, 0.666], [0.196, -0.081, -0.698], [-0.249, 0.503, -0.208], [0.085, -0.213, 0.167], [0.095, -0.214, -0.405], [-0.424, 0.570, 0.012], [-0.878, 0.117, 0.210], [-0.018, 0.143, -0.084], [0.264, 0.184, -0.247], [-0.398, -0.416, -0.069], [-0.013, 0.347, -0.094], [0.017, -0.590, -0.265], [-0.179, 0.220, -0.291], [-0.478, -0.007, -0.793]],
  "lowdin_charge": [-0.07, -0.18, -0.02, -0.56, 0.97, -0.57, -0.10, -0.02, -0.31, 0.10, -0.06, -0.64, 0.65, 0.12, -0.25, -0.02, -0.09, -0.07, -0.01, -0.19, 0.08, 0.09, 0.06, 0.13, 0.08, 0.12, 0.12, 0.09, 0.08, 0.11, 0.11, 0.09, 0.09, 0.09]
}